Here is 10 unconnected molecules or ions with the total composition C38H64N6O12P2S2 in a non-equilibrium geometry from the Open Molecules 2025 dataset. Energies are from ωB97M-V/def2-TZVPD.

## Properties
HOMO (alpha / beta), eV: -9.80 / -9.80
Orbital gap (alpha / beta), eV: 7.037 / 2.814
Net charge: +1
Spin multiplicity: 2

Each line ends with the Mulliken charge.
Cartesian coordinates (Å):
N 20.5764 9.2571 -21.2726  0.37
H 25.0199 11.6850 -14.4577  0.18
H 17.1741 15.4231 -23.5490  0.24
H 13.2577 10.3066 -18.1761  0.49
O 24.8111 13.5672 -13.5343  -0.32
C 24.0703 11.3530 -19.8337  -0.19
O 20.4056 10.9480 -19.1688  -1.11
C 14.3093 15.3321 -21.1910  -0.48
H 20.3802 15.3034 -19.2252  0.88
H 19.2380 16.0721 -16.3914  0.33
H 17.2799 11.2514 -15.4912  0.50
N 20.8039 9.9236 -13.2508  0.08
H 22.5078 12.4361 -18.8127  0.10
C 14.4537 13.5654 -19.4414  -0.44
O 23.1671 15.4449 -13.2030  -0.24
H 19.2070 15.5800 -12.0898  0.38
H 22.3403 7.1009 -23.0129  0.44
H 22.1784 16.9158 -12.3394  0.30
C 22.6741 16.7370 -13.2935  -0.77
C 24.3874 13.3825 -18.8881  -0.65
H 19.3532 14.1642 -14.6115  0.38
S 19.8515 11.8774 -18.1523  0.86
O 19.0328 11.5935 -23.8447  -0.39
H 18.6391 17.0015 -22.6463  0.66
C 17.4251 12.5663 -17.2250  0.78
C 21.5273 11.0705 -13.5212  -1.14
H 16.3739 12.7941 -17.4018  -0.40
H 16.5577 13.8770 -24.2104  0.38
N 19.2187 17.2233 -13.3537  0.09
H 15.0079 10.9567 -14.3166  0.25
C 14.9532 14.9789 -19.7952  0.27
O 12.6178 12.1675 -20.7722  -0.68
H 21.2668 13.1972 -13.1082  0.82
H 21.9739 14.2259 -14.7738  -0.25
C 19.2172 15.2099 -14.3785  0.58
H 15.0328 12.8322 -20.0027  0.24
C 19.6604 8.9584 -22.2624  -0.38
H 19.5469 9.8885 -16.6722  0.70
P 18.4571 12.5243 -22.6354  0.68
H 18.4589 11.1929 -25.8569  0.33
H 18.1809 9.9529 -24.7629  0.19
H 17.2188 10.3897 -16.9137  -0.01
C 18.4311 16.4209 -19.3985  0.19
P 24.4728 15.0659 -14.0760  0.93
C 25.5818 12.6065 -14.3051  -0.65
H 14.4730 16.3941 -21.3742  0.52
C 17.8836 17.0775 -20.5303  -1.10
C 12.8022 14.8701 -21.2132  -0.87
H 17.8338 14.7708 -25.0390  0.30
H 21.1248 8.9660 -13.2650  0.24
O 23.8863 14.8790 -15.5387  -0.28
C 21.5739 7.7318 -22.5876  -0.65
H 21.8203 13.0415 -21.3298  0.28
H 25.9209 12.9298 -15.2893  0.31
H 26.0757 11.1150 -20.7617  0.43
H 17.7650 13.3548 -16.5537  -0.11
C 19.2808 10.9418 -16.5839  -0.40
C 17.7485 11.2354 -16.4752  -0.56
C 25.3538 11.7190 -20.2322  -0.65
C 21.1114 12.7207 -22.0931  -1.00
H 21.1786 13.4762 -22.8759  0.40
H 18.0786 16.5265 -18.3832  0.58
H 20.5860 9.9843 -20.5717  0.48
C 18.1507 12.5019 -18.5750  -0.43
H 16.0391 14.8944 -19.8375  -0.42
H 23.4454 10.5131 -20.0990  0.20
C 13.4440 10.7167 -17.1945  -0.26
C 19.1873 15.8267 -13.1410  -1.31
H 18.3183 13.3732 -19.2082  -0.24
N 19.7906 16.1267 -21.1247  0.09
H 19.2989 17.9316 -12.6382  0.22
H 18.9479 12.4585 -12.0899  0.46
H 12.1121 15.5776 -20.7535  0.32
H 26.4544 13.5775 -19.6010  0.39
H 14.4077 13.3392 -18.3762  0.11
O 19.7407 12.5515 -21.6550  0.70
S 12.6934 13.4298 -20.0381  1.26
H 11.8900 12.2369 -16.8853  0.48
O 11.7684 13.7855 -18.9943  -0.68
H 12.3498 14.5256 -22.1431  0.47
N 14.3581 10.9822 -15.0894  0.06
C 19.6286 15.8296 -19.7948  -1.19
C 18.1442 11.0405 -24.8245  -0.73
H 18.8909 9.6717 -12.2920  0.42
H 17.0003 17.6988 -20.5216  0.55
C 17.4408 14.4977 -24.0596  -0.83
C 20.2920 8.0558 -23.1439  -0.65
H 12.8951 12.2646 -14.3128  0.43
H 22.5751 8.6545 -20.7998  0.51
H 15.2806 9.5641 -16.4091  0.54
H 22.0033 14.4841 -16.4294  -0.25
C 18.7155 16.7964 -21.5887  -0.92
H 24.1728 14.1798 -18.1919  0.55
H 26.4730 12.2390 -13.7963  0.33
C 13.2185 11.7278 -15.1924  -0.82
O 18.5626 14.0177 -23.2347  -0.21
C 19.1704 16.2497 -15.3283  -0.17
H 14.7373 14.8723 -22.0818  -0.07
O 25.6283 16.0212 -13.9420  -0.75
C 22.6621 14.1756 -15.6177  0.54
H 18.7455 9.5295 -22.3194  0.78
H 21.4663 11.8035 -22.5630  0.21
C 19.6496 10.3702 -12.6128  -0.78
H 17.1054 11.3331 -24.6717  0.34
C 14.4694 10.2688 -16.3001  -0.78
H 21.7548 16.6703 -13.8753  0.23
H 22.9536 13.1294 -15.7103  0.26
C 25.5239 13.0306 -19.6402  -0.76
C 19.1245 17.4327 -14.6719  -0.95
C 21.6916 8.5073 -21.4033  -0.06
H 14.6388 15.5840 -18.9449  0.42
H 23.3834 17.4974 -13.6202  0.42
H 17.7622 11.6770 -19.1723  0.49
H 19.9063 7.6734 -24.0774  0.42
C 12.7051 11.6741 -16.4549  -0.29
C 19.6853 11.7942 -12.5158  -0.92
H 20.5047 15.7364 -21.7229  0.30
N 23.4674 12.3608 -19.1187  0.44
O 20.6617 13.0292 -17.8166  -0.09
C 20.8684 12.1934 -13.0948  0.32
O 17.1490 12.0547 -22.0410  -0.71
H 19.1019 18.4433 -15.0521  0.42
H 22.5148 10.9407 -13.9389  0.47
H 19.8842 11.3042 -15.7515  -0.37

---

Here is a single C5H3NO2 molecule in a non-equilibrium geometry from the Open Molecules 2025 dataset. Energies are from ωB97M-V/def2-TZVPD.

## Properties
HOMO, eV: -9.25
Orbital gap, eV: 9.973
Structure (SMILES): c1cc2conc2o1
Energy above the lowest of the compared OMol25 structures with the same formula, charge and spin, kJ/mol: 310.7

Each line ends with the Mulliken charge.
Cartesian coordinates (Å):
H -1.8068 -1.8322 1.2542  0.37
N 1.1746 1.3342 1.0803  -0.49
O -0.4519 -0.1901 1.6446  -0.33
H 1.5813 0.6963 -2.1088  0.32
O 1.6679 1.5999 -0.1522  -0.13
C 0.2349 0.5758 0.8250  0.60
H -1.2992 -1.4478 -1.1502  0.56
C -1.0683 -1.0956 0.8960  -0.25
C 0.9602 0.9001 -1.1906  -0.38
C -0.0335 0.3316 -0.6535  0.34
C -0.9592 -0.8722 -0.4449  -0.62

---

Here is a molecular structure, C15H14F6MgN5O4S4 from the Open Molecules 2025 dataset. Energies are from ωB97M-V/def2-TZVPD.

## Properties
HOMO, eV: -11.27
Orbital gap, eV: 8.706
Energy above the lowest of the compared OMol25 structures with the same formula, charge and spin, kJ/mol: 0.0
Net charge: +1

Each line ends with the Mulliken charge.
Cartesian coordinates (Å):
N 0.8175 0.4884 -1.6718  0.68
C 0.8563 -3.2800 -0.2732  0.18
S 0.1577 2.2587 2.2685  1.03
H -1.5023 -0.1150 -3.2937  0.31
F 2.4189 -2.2046 3.5898  -0.18
H -2.0573 -2.0283 -0.1847  0.59
C -2.7631 1.1138 -1.2225  -0.31
N 0.3072 2.7752 -1.7848  -0.24
N 0.3248 -3.7149 0.8862  -0.31
C -3.2053 1.6453 -0.0217  -0.56
S 1.1854 -0.1854 2.6111  0.75
O -0.8274 3.0579 2.8973  -0.63
H 0.4842 3.6663 -2.2128  0.25
H 2.4132 -3.1107 -3.3924  0.47
F 3.1664 -0.2913 4.2881  -0.17
N 0.7987 -2.0266 -0.6658  0.32
S 1.6400 -4.3276 -1.3960  -0.19
C -2.3382 -0.2142 -1.3064  0.84
H -3.5449 2.6723 0.0173  0.42
O 0.0188 -1.0230 2.3014  -0.72
N 0.7953 1.1910 3.2371  -0.50
C 2.0857 -0.9880 4.0065  0.50
C 1.5396 3.4016 1.8332  0.68
C -2.7769 -0.4388 1.0789  -0.28
H -3.5627 1.2954 2.0668  0.44
H -2.9046 -1.1650 -3.1336  0.44
O -0.1858 1.6484 0.9691  -0.66
C -3.2182 0.8724 1.1330  -0.67
F 1.0500 4.3326 1.0137  -0.20
C 1.4141 -0.5001 -2.4515  -0.43
H 2.4121 -0.6501 -4.3933  0.47
C 0.8538 1.6547 -2.2815  0.29
H -1.3475 -1.7022 -2.5195  0.30
S 1.6264 1.6136 -3.8249  -0.19
C 1.9077 -0.0806 -3.6320  -0.33
H -2.7825 -1.0527 1.9695  0.40
Mg 0.0868 -0.2418 0.1390  1.31
H -2.7744 1.7237 -2.1180  0.45
F 2.0144 3.9669 2.9246  -0.20
F 1.2976 -1.0726 5.0583  -0.18
H 0.1184 -3.0271 1.5972  0.17
C 1.4096 -1.8583 -1.9042  -0.45
C 1.9081 -2.9844 -2.4504  -0.34
H 0.5068 -4.6535 1.1964  0.25
H -0.0588 2.7572 -0.8450  -0.09
O 2.0614 -0.1250 1.4550  -0.59
C -2.3373 -0.9796 -0.1332  -0.44
F 2.5038 2.7371 1.2086  -0.20
C -1.9934 -0.8308 -2.6340  -1.51